# 1
# C29H54N4O5S

A 2-piece molecular cluster, C29H54N4O5S overall (ωB97M-V with the def2-TZVPD basis set, OMol25).

* 2S+1: 2
* energy: -57977.1715 eV
* net charge: -1

Each line ends with the Löwdin charge.
Element x y z (Å)
C 2.167 -5.736 -2.758  -0.069
C 1.265 -4.959 -1.796  -0.267
O -0.110 -5.225 -1.971  -0.132
C -0.696 -4.631 -3.120  -0.192
C -1.440 -3.363 -2.717  -0.187
O -0.572 -2.364 -2.247  -0.124
C 0.189 -1.733 -3.264  -0.164
C 0.230 -0.209 -3.104  -0.342
C 1.065 0.431 -4.277  -0.123
C 1.571 -0.488 -5.398  -0.181
C 2.843 -1.342 -5.134  -0.262
C 3.558 -1.086 -3.816  -0.443
S 5.200 -1.916 -3.921  1.007
C 6.138 -0.894 -2.887  -0.734
N 7.401 -0.868 -2.761  0.035
N 7.677 0.115 -1.825  0.046
C 6.573 0.601 -1.462  -0.186
O 5.527 0.000 -2.098  0.020
C 0.874 0.260 -1.794  -0.076
C 0.055 0.128 -0.493  -0.488
C 0.454 1.345 0.381  -0.062
C 0.524 -1.127 0.301  -0.029
N -1.373 -0.004 -0.700  -0.231
O -2.063 0.286 0.462  -0.286
C -1.895 0.720 -1.836  -0.504
C -1.895 2.276 -1.644  -0.040
C -3.373 0.315 -1.951  -0.065
C -1.229 0.320 -3.169  -0.059
H 1.812 -5.666 -3.785  0.061
H 2.167 -6.785 -2.474  0.070
H 3.167 -5.310 -2.717  0.070
H 1.498 -5.264 -0.779  0.120
H 1.496 -3.893 -1.852  0.095
H -1.441 -5.343 -3.483  0.123
H 0.023 -4.452 -3.919  0.109
H -2.101 -3.001 -3.515  0.124
H -2.079 -3.637 -1.879  0.135
H 1.188 -2.179 -3.240  0.101
H -0.309 -1.936 -4.214  0.120
H 0.449 1.181 -4.766  0.104
H 1.888 0.992 -3.842  0.097
H 0.778 -1.125 -5.771  0.098
H 1.817 0.163 -6.238  0.102
H 2.587 -2.400 -5.204  0.101
H 3.560 -1.159 -5.931  0.089
H 3.063 -1.511 -2.956  0.059
H 3.765 -0.033 -3.691  0.078
H 6.362 1.390 -0.768  0.131
H 1.843 -0.211 -1.626  0.110
H 1.091 1.324 -1.921  0.113
H 0.249 2.295 -0.106  0.058
H 0.000 1.288 1.364  0.061
H 1.542 1.295 0.516  0.069
H 1.188 -0.826 1.113  0.062
H 1.060 -1.832 -0.335  0.052
H -0.338 -1.598 0.762  0.077
H -1.157 2.779 -2.275  0.064
H -2.870 2.675 -1.930  0.062
H -1.778 2.505 -0.590  0.059
H -3.782 0.559 -2.935  0.073
H -3.954 0.723 -1.133  0.068
H -3.405 -0.772 -1.837  0.077
H -1.838 -0.480 -3.593  0.104
H -1.335 1.169 -3.842  0.108
C -2.373 0.755 3.641  -0.015
C -2.885 1.786 4.661  -0.489
C -2.814 1.183 6.069  -0.152
C -1.397 1.000 6.629  -0.172
C -0.390 2.021 6.076  -0.143
C -1.018 3.321 5.562  -0.512
N -2.018 2.989 4.535  -0.114
O -2.557 4.016 3.982  -0.017
C 0.095 4.128 4.894  -0.037
C -1.590 4.135 6.721  -0.019
C -4.345 2.077 4.357  -0.042
H -2.426 1.138 2.618  0.072
H -2.967 -0.160 3.677  0.091
H -1.332 0.481 3.829  0.080
H -3.388 1.811 6.758  0.100
H -3.325 0.219 6.063  0.117
H -1.437 1.069 7.719  0.103
H -1.037 -0.007 6.408  0.106
H 0.355 2.253 6.840  0.115
H 0.166 1.558 5.257  0.113
H 0.477 3.606 4.016  0.090
H 0.923 4.273 5.591  0.083
H -0.257 5.110 4.579  0.080
H -0.796 4.363 7.434  0.086
H -2.377 3.607 7.261  0.074
H -2.002 5.081 6.368  0.084
H -4.913 1.150 4.434  0.087
H -4.478 2.463 3.348  0.087
H -4.768 2.797 5.062  0.083



# 2
# C29H55BN6O6S

A 7-piece molecular cluster, C29H55BN6O6S overall (ωB97M-V with the def2-TZVPD basis set, OMol25).

* energy above the lowest of the compared OMol25 structures with the same formula, charge and spin: 121.0 kJ/mol
* energy: -63701.6165 eV

Each line ends with the Löwdin charge.
Element x y z (Å)
C 6.209 1.695 3.140  -0.112
O 5.098 2.188 2.395  -0.192
C 4.875 1.366 1.254  -0.253
C 3.401 1.480 0.843  -0.137
C 2.415 0.709 1.805  -0.200
O 1.885 -0.380 1.037  -0.361
S 0.323 -0.834 1.321  0.963
O 0.427 -1.980 2.268  -0.409
O -0.486 0.331 2.200  -0.343
C -1.376 1.010 1.258  -0.136
B -2.653 1.618 2.013  -0.533
O -3.034 1.291 3.314  0.155
O -3.502 2.522 1.309  0.116
H 6.702 2.554 3.617  0.086
H 5.866 0.984 3.911  0.089
H 6.944 1.204 2.478  0.086
H 5.224 0.326 1.361  0.126
H 5.469 1.804 0.424  0.118
H 3.132 2.547 0.781  0.116
H 3.257 1.086 -0.177  0.096
H 3.042 0.323 2.625  0.128
H 1.688 1.454 2.144  0.114
H -0.876 1.832 0.717  0.096
H -1.742 0.225 0.568  0.103
H -3.460 2.077 3.656  0.088
H -2.928 3.271 1.118  0.082
C 7.960 1.991 -3.548  -0.106
C 6.954 0.929 -3.980  -0.276
C 5.605 1.516 -4.401  -0.187
C 4.926 2.186 -3.291  -0.216
N 4.405 2.722 -2.419  0.163
H 7.610 2.538 -2.670  0.071
H 8.912 1.525 -3.290  0.072
H 8.142 2.712 -4.350  0.073
H 6.807 0.211 -3.166  0.041
H 7.370 0.373 -4.824  0.111
H 4.962 0.716 -4.775  0.111
H 5.742 2.223 -5.223  0.119
C -0.640 1.998 -4.040  -0.113
C 0.136 3.308 -4.124  -0.257
C 0.872 3.654 -2.827  -0.189
C -0.049 3.886 -1.714  -0.215
N -0.772 4.063 -0.841  0.154
H -1.425 2.047 -3.283  0.070
H -1.116 1.779 -4.997  0.069
H 0.023 1.165 -3.795  0.063
H -0.547 4.117 -4.393  0.111
H 0.871 3.231 -4.929  0.109
H 1.472 4.553 -2.980  0.120
H 1.567 2.852 -2.566  0.099
C -3.809 1.308 7.018  -0.101
C -4.828 0.264 6.579  -0.265
C -6.182 0.867 6.195  -0.187
C -6.842 1.514 7.330  -0.234
N -7.352 2.028 8.219  0.145
H -4.137 1.836 7.915  0.074
H -2.856 0.831 7.245  0.078
H -3.639 2.045 6.230  0.066
H -4.958 -0.470 7.378  0.111
H -4.428 -0.272 5.715  0.095
H -6.833 0.079 5.812  0.100
H -6.053 1.590 5.386  0.119
C 2.244 -2.011 -1.561  -0.105
C 2.647 -2.157 -3.023  -0.279
C 4.023 -2.801 -3.202  -0.178
C 5.093 -1.977 -2.639  -0.193
N 5.931 -1.332 -2.191  0.166
H 2.926 -1.355 -1.023  0.055
H 1.245 -1.579 -1.489  0.062
H 2.231 -2.979 -1.056  0.088
H 2.628 -1.177 -3.503  0.086
H 1.907 -2.773 -3.533  0.086
H 4.216 -2.951 -4.267  0.118
H 4.040 -3.788 -2.735  0.123
C -2.841 -2.038 -4.838  -0.106
C -2.450 -2.190 -6.304  -0.262
C -1.078 -2.842 -6.494  -0.187
C 0.002 -2.023 -5.942  -0.209
N 0.843 -1.382 -5.495  0.169
H -2.149 -1.383 -4.306  0.066
H -3.837 -1.602 -4.757  0.075
H -2.854 -3.006 -4.333  0.078
H -2.467 -1.211 -6.787  0.111
H -3.198 -2.806 -6.807  0.109
H -0.894 -2.997 -7.559  0.119
H -1.063 -3.828 -6.023  0.122
C -5.568 -3.197 4.213  -0.100
C -6.512 -3.212 5.409  -0.268
C -7.462 -4.411 5.412  -0.192
C -8.376 -4.396 4.268  -0.237
N -9.084 -4.385 3.366  0.144
H -6.116 -3.116 3.273  0.075
H -4.890 -2.344 4.275  0.060
H -4.963 -4.106 4.179  0.079
H -7.086 -2.282 5.428  0.097
H -5.917 -3.237 6.326  0.108
H -8.049 -4.406 6.332  0.118
H -6.889 -5.341 5.408  0.121



# 3
# C29H55Br18FN2O2

A 10-piece molecular cluster, C29H55Br18FN2O2 overall (ωB97M-V with the def2-TZVPD basis set, OMol25).

* energy: -1301522.9353 eV

Each line ends with the Löwdin charge.
Element x y z (Å)
H 1.665 0.703 11.604  0.049
N 1.999 0.836 10.651  0.106
C 1.067 0.633 9.806  -0.237
C 1.335 0.735 8.328  -0.136
C 0.113 1.120 7.472  -0.349
C -0.577 2.451 7.897  -0.113
C 0.222 3.428 8.781  -0.284
N -0.162 4.811 8.464  -0.004
C -0.888 -0.058 7.527  -0.002
C -0.637 -0.867 6.276  -0.405
O -1.160 -1.904 5.944  0.073
O 0.291 -0.254 5.512  0.030
C 0.471 1.107 5.951  -0.224
C 1.858 1.557 5.526  -0.127
C 2.034 3.084 5.605  -0.149
C 3.494 3.471 5.767  -0.193
F 4.259 2.813 4.794  -0.058
H 0.050 0.373 10.128  0.121
H 1.684 -0.251 7.981  0.099
H 2.182 1.413 8.190  0.111
H -0.839 3.011 6.990  0.111
H -1.530 2.236 8.389  0.116
H 1.300 3.249 8.705  0.096
H -0.038 3.268 9.833  0.112
H 0.173 5.435 9.190  0.067
H 0.295 5.117 7.611  0.057
H -0.750 -0.732 8.377  0.133
H -1.940 0.251 7.494  0.144
H -0.268 1.736 5.432  0.162
H 2.636 1.051 6.104  0.082
H 1.993 1.239 4.486  0.136
H 1.664 3.530 4.675  0.126
H 1.474 3.496 6.449  0.088
H 3.882 3.173 6.749  0.120
H 3.648 4.545 5.622  0.118
Br 1.270 -2.883 3.495  0.670
C -0.591 -2.365 3.721  -0.700
C -1.481 -2.991 2.684  -0.654
Br -1.256 -2.154 0.939  0.637
H -0.610 -1.281 3.682  0.048
H -0.873 -2.685 4.721  0.002
H -2.525 -2.846 2.952  0.064
H -1.278 -4.048 2.547  0.051
Br 0.349 2.942 -0.880  0.610
C -0.916 1.497 -0.574  -0.723
C -2.342 1.974 -0.600  -0.702
Br -2.823 2.953 1.007  0.600
H -0.653 1.045 0.377  0.030
H -0.751 0.779 -1.374  -0.014
H -3.020 1.123 -0.638  0.059
H -2.539 2.638 -1.435  0.048
Br -0.939 -1.519 -2.973  0.622
C -1.658 -0.231 -4.249  -0.656
C -2.529 -0.877 -5.293  -0.695
Br -1.488 -1.831 -6.626  0.606
H -0.803 0.279 -4.682  0.057
H -2.241 0.470 -3.655  0.053
H -3.085 -0.115 -5.835  0.061
H -3.219 -1.592 -4.857  -0.014
Br -6.342 -3.960 0.310  0.603
C -4.617 -4.477 -0.421  -0.696
C -3.973 -3.364 -1.200  -0.739
Br -4.814 -3.100 -2.934  0.640
H -4.788 -5.358 -1.030  0.051
H -3.997 -4.739 0.434  0.052
H -2.933 -3.600 -1.412  0.022
H -4.026 -2.414 -0.681  0.028
Br -7.033 2.228 1.948  0.597
C -6.869 4.109 1.492  -0.705
C -7.420 4.409 0.122  -0.697
Br -6.234 3.770 -1.276  0.597
H -5.814 4.354 1.566  0.027
H -7.428 4.651 2.251  0.057
H -7.503 5.483 -0.025  0.058
H -8.383 3.939 -0.046  0.049
Br 7.106 -1.722 5.013  0.608
C 5.940 -3.246 5.320  -0.701
C 4.494 -2.915 5.063  -0.723
Br 3.737 -1.819 6.476  0.649
H 6.109 -3.565 6.344  0.048
H 6.274 -4.021 4.635  0.059
H 3.895 -3.822 5.041  0.043
H 4.356 -2.363 4.139  0.037
Br 1.625 -3.328 -5.037  0.588
C 3.065 -3.686 -6.290  -0.692
C 2.842 -2.953 -7.587  -0.720
Br 1.424 -3.753 -8.645  0.582
H 3.104 -4.761 -6.427  0.049
H 3.980 -3.343 -5.812  0.058
H 3.734 -2.989 -8.208  0.044
H 2.553 -1.919 -7.423  0.043
Br 3.420 -0.692 -10.545  0.632
C 2.386 -0.094 -12.081  -0.719
C 0.911 -0.038 -11.785  -0.692
Br 0.101 -1.802 -11.741  0.601
H 2.622 -0.774 -12.891  -0.025
H 2.765 0.897 -12.317  0.058
H 0.392 0.505 -12.572  0.053
H 0.702 0.426 -10.826  0.051
Br 4.218 -1.014 -15.179  0.654
C 3.177 -0.434 -16.715  -0.685
C 1.705 -0.366 -16.402  -0.702
Br 0.900 -2.127 -16.267  0.616
H 3.395 -1.133 -17.515  0.050
H 3.553 0.552 -16.977  0.058
H 1.174 0.149 -17.199  0.059
H 1.515 0.133 -15.457  0.040



# 4
# C29H55F2N5O6

A 4-piece molecular cluster, C29H55F2N5O6 overall (ωB97M-V with the def2-TZVPD basis set, OMol25).

* energy above the lowest of the compared OMol25 structures with the same formula, charge and spin: 1041.5 kJ/mol
* energy: -56118.2752 eV

Each line ends with the Löwdin charge.
Element x y z (Å)
C 3.972 -1.440 -7.605  -0.100
C 3.891 -0.139 -6.557  -0.281
F 3.217 -0.462 -5.278  -0.102
C 3.249 1.121 -7.384  -0.154
C 1.709 1.513 -6.986  -0.064
C 1.404 3.148 -6.811  -0.016
C -0.106 3.683 -6.463  -0.011
C -1.283 2.557 -6.275  -0.032
F -2.667 3.058 -5.939  -0.105
C -1.046 0.909 -6.425  -0.094
N -2.258 0.048 -6.203  0.064
C -1.838 -1.385 -6.380  -0.063
C -0.364 -1.943 -6.791  -0.038
N 0.803 -1.025 -7.004  0.056
C 0.462 0.423 -6.795  -0.092
H 3.362 -2.365 -7.228  0.075
H 5.112 -1.748 -7.751  0.082
H 3.584 -1.169 -8.688  0.076
H 5.032 0.137 -6.346  0.144
H 3.931 2.067 -7.125  0.117
H 3.352 1.000 -8.567  0.128
H 2.256 3.952 -6.942  0.094
H -0.309 4.835 -6.380  0.098
H -2.684 -2.209 -6.204  0.118
H -0.205 -3.114 -6.893  0.118
C -0.271 -6.312 -0.551  -0.118
O -1.195 -5.378 -0.007  -0.203
C -0.554 -4.270 0.639  -0.200
C -0.800 -2.975 -0.149  -0.199
N -0.067 -2.980 -1.420  -0.044
C -0.460 -1.899 -2.331  -0.181
C -1.909 -1.915 -2.862  -0.209
O -2.192 -3.007 -3.735  -0.216
C -2.575 -4.206 -3.075  -0.093
H -0.834 -7.182 -0.901  0.088
H 0.257 -5.882 -1.405  0.075
H 0.446 -6.644 0.206  0.085
H 0.516 -4.446 0.802  0.121
H -1.023 -4.170 1.624  0.118
H -0.473 -2.119 0.450  0.100
H -1.878 -2.887 -0.317  0.104
H -0.229 -3.870 -1.893  0.067
H 0.216 -1.957 -3.192  0.116
H -0.263 -0.935 -1.844  0.107
H -2.036 -1.010 -3.469  0.104
H -2.654 -1.844 -2.063  0.111
H -3.111 -4.017 -2.141  0.091
H -1.697 -4.830 -2.895  0.070
H -3.237 -4.765 -3.743  0.088
C 0.160 4.532 -1.099  -0.114
O 0.625 4.407 0.239  -0.201
C -0.346 4.820 1.209  -0.204
C -0.839 3.613 2.021  -0.206
N -1.670 2.725 1.201  -0.051
C -1.954 1.432 1.836  -0.187
C -0.755 0.499 2.105  -0.209
O -0.139 -0.005 0.921  -0.220
C 0.843 0.853 0.355  -0.091
H 0.998 4.326 -1.771  0.089
H -0.628 3.802 -1.305  0.077
H -0.205 5.543 -1.297  0.086
H -1.181 5.368 0.755  0.121
H 0.167 5.509 1.889  0.118
H -1.427 3.967 2.874  0.117
H 0.041 3.087 2.403  0.101
H -1.192 2.548 0.317  0.070
H -2.649 0.906 1.170  0.117
H -2.494 1.609 2.774  0.113
H -1.147 -0.379 2.632  0.116
H -0.015 0.944 2.777  0.101
H 1.366 1.445 1.110  0.091
H 0.384 1.502 -0.393  0.070
H 1.579 0.232 -0.164  0.093
C 0.976 -1.968 8.491  -0.114
O 0.053 -1.034 9.035  -0.201
C 0.694 0.074 9.681  -0.204
C 0.448 1.370 8.893  -0.207
N 1.181 1.364 7.622  -0.057
C 0.787 2.445 6.711  -0.193
C -0.661 2.430 6.180  -0.210
O -0.944 1.337 5.307  -0.205
C -1.327 0.138 5.967  -0.090
H 0.414 -2.838 8.141  0.090
H 1.505 -1.538 7.637  0.076
H 1.693 -2.299 9.248  0.087
H 1.764 -0.101 9.844  0.121
H 0.225 0.174 10.666  0.119
H 0.775 2.225 9.492  0.121
H -0.630 1.457 8.725  0.100
H 1.019 0.475 7.149  0.069
H 1.463 2.387 5.850  0.117
H 0.984 3.409 7.198  0.117
H -0.788 3.334 5.573  0.113
H -1.406 2.500 6.979  0.109
H -1.864 0.327 6.901  0.091
H -0.449 -0.486 6.147  0.072
H -1.989 -0.421 5.299  0.087



> energy of number 2 (C29H55BN6O6S)?

-63701.6165 eV



> energy of number 2 (C29H55BN6O6S)?

-63701.6165 eV



> Number 2 is which compound?

C29H55BN6O6S



> What is the energy in the first record?

-57977.1715 eV